Entry 1:
DFT (ωB97M-V/def2-TZVPD) results for a cluster of 12 separate species, C98H205F9N8O10S in total at a distorted geometry.

## Properties
* total charge: +4
* electronic energy: -6342.93858 hartree
* E_HOMO: -12.3 eV

Each line ends with the Löwdin charge.
Geometry (Å):
C1 4.120418 1.332909 -1.639889  -0.0558
C2 3.993320 1.697288 -3.165243  -0.2074
C3 4.515270 0.569763 -4.102008  -0.1681
C4 5.991686 0.127436 -3.887141  -0.0802
N1 6.558053 -0.744349 -5.068725  -0.1727
C5 5.980956 -2.192821 -5.041071  -0.0766
C6 6.690840 -2.996377 -3.938406  -0.1310
C7 8.024219 -2.293659 -3.772439  -0.1476
C8 8.023220 -1.087327 -4.691908  -0.1026
C9 6.430562 -0.097898 -6.537198  -0.0461
C10 7.092048 1.319935 -6.582970  -0.2145
C11 8.430054 1.484274 -7.295551  -0.0813
H1 3.351647 0.629063 -1.320979  0.0624
H2 3.944330 2.140988 -0.929902  0.0545
H3 5.085165 0.846557 -1.495531  0.0635
H4 4.473847 2.626809 -3.470470  0.1004
H5 2.949243 1.958838 -3.337265  0.0750
H6 4.454392 0.939478 -5.125582  0.0812
H7 3.850511 -0.293125 -4.061909  0.0968
H8 6.096289 -0.523147 -3.018866  0.1258
H9 6.640659 0.967698 -3.640361  0.1281
H10 6.164636 -2.593923 -6.037804  0.1301
H11 4.914369 -1.984975 -4.955685  0.1154
H12 6.874123 -3.999596 -4.323205  0.1196
H13 6.032915 -3.119578 -3.078141  0.1194
H14 8.832258 -2.930709 -4.132079  0.1233
H15 8.320056 -2.027818 -2.757595  0.1257
H16 8.652859 -1.203457 -5.574047  0.1304
H17 8.402019 -0.203437 -4.178745  0.1272
H18 5.363800 -0.007358 -6.741951  0.1059
H19 6.938604 -0.849299 -7.141669  0.1253
H20 7.292229 1.593735 -5.547084  0.0907
H21 6.322416 2.045223 -6.847016  0.1099
H22 8.363581 1.370764 -8.377581  0.0810
H23 9.135256 0.712409 -6.987296  0.0701
H24 8.815631 2.493161 -7.148666  0.0875
C12 4.227520 -6.583835 1.528768  -0.0819
C13 2.858327 -6.141579 1.996069  -0.2639
C14 2.002101 -5.274852 1.059036  -0.1660
C15 0.997241 -6.114033 0.225716  -0.0846
N2 0.374350 -5.423966 -1.037818  -0.1798
C16 -0.418653 -6.452264 -1.916449  -0.0631
C17 -0.157404 -6.274336 -3.470651  -0.1138
C18 0.832688 -5.097916 -3.507290  -0.1078
C19 1.439238 -5.035830 -2.042264  -0.0744
C20 -0.389276 -4.170249 -0.540349  -0.0851
C21 -1.613658 -4.383187 0.368778  -0.2137
C22 -2.210838 -3.034561 0.740833  -0.0813
H25 4.965693 -5.781841 1.524193  0.0790
H26 4.221836 -6.904786 0.487112  0.0738
H27 4.510500 -7.369161 2.229690  0.0815
H28 2.854711 -5.530951 2.898961  0.0904
H29 2.259013 -6.956539 2.401968  0.1085
H30 2.608050 -4.659617 0.393900  0.1120
H31 1.493256 -4.596158 1.743560  0.0951
H32 0.101343 -6.366563 0.792894  0.1087
H33 1.486610 -7.038568 -0.080666  0.1285
H34 -1.446348 -6.301291 -1.586082  0.0918
H35 -0.069072 -7.446310 -1.637562  0.1150
H36 -1.099952 -6.030524 -3.960807  0.0872
H37 0.047337 -7.277622 -3.844296  0.1137
H38 0.320770 -4.194037 -3.837500  0.0806
H39 1.585933 -5.273682 -4.275290  0.1169
H40 1.887302 -4.080742 -1.768168  0.1300
H41 2.174624 -5.837456 -1.973619  0.1342
H42 -0.690096 -3.767490 -1.507498  0.1216
H43 0.341010 -3.504043 -0.081047  0.1076
H44 -1.245343 -5.011847 1.179467  0.0923
H45 -2.378994 -5.035908 -0.051108  0.0898
H46 -1.452185 -2.407491 1.209168  0.0606
H47 -3.010455 -3.160382 1.470828  0.0773
H48 -2.598308 -2.533179 -0.146064  0.0753
C23 -7.135267 -4.769245 -0.686140  -0.1066
C24 -6.131836 -5.338633 -1.653229  -0.2475
C25 -6.076002 -6.888932 -1.945887  -0.1442
C26 -4.880069 -7.216659 -2.809555  -0.1247
N3 -4.450652 -8.706901 -2.980721  -0.1582
C27 -3.244030 -8.862627 -3.935430  -0.0834
C28 -3.840525 -8.966642 -5.356190  -0.1578
C29 -5.148889 -9.623846 -5.265200  -0.1475
C30 -5.523166 -9.522763 -3.764891  -0.0561
C31 -4.043088 -9.268259 -1.532124  -0.0775
C32 -2.900110 -8.464271 -0.859614  -0.2337
C33 -2.481548 -9.309171 0.324056  -0.0956
H49 -7.110107 -3.682304 -0.763766  0.0783
H50 -6.984768 -5.219251 0.295155  0.0714
H51 -8.165907 -5.037489 -0.918385  0.0777
H52 -5.151176 -4.982095 -1.338137  0.0840
H53 -6.237260 -4.792417 -2.590584  0.1052
H54 -6.978966 -7.367766 -2.324686  0.1168
H55 -5.831109 -7.284291 -0.960086  0.1001
H56 -4.016400 -6.675243 -2.423516  0.1043
H57 -5.122540 -7.029344 -3.855614  0.1210
H58 -2.771326 -9.819103 -3.712274  0.1308
H59 -2.528829 -8.061242 -3.750009  0.1099
H60 -3.028348 -9.256102 -6.023023  0.1362
H61 -4.110339 -7.926518 -5.539056  0.1044
H62 -5.092378 -10.676500 -5.542388  0.1229
H63 -5.903250 -9.166745 -5.905587  0.1278
H64 -5.592504 -10.470437 -3.230848  0.1283
H65 -6.518224 -9.082508 -3.700602  0.1212
H66 -3.696331 -10.289760 -1.688328  0.1211
H67 -5.019092 -9.433301 -1.075744  0.1294
H68 -3.140687 -7.450137 -0.540625  0.0988
H69 -2.036055 -8.475215 -1.523983  0.0837
H70 -1.532765 -8.928153 0.701837  0.0704
H71 -2.235960 -10.317082 -0.010463  0.0852
H72 -3.235209 -9.431494 1.101964  0.0889
C34 -5.018542 5.963247 -0.082178  -0.0847
C35 -3.577420 5.964078 0.480811  -0.2444
C36 -2.965092 4.653324 0.794851  -0.1628
C37 -2.640213 3.663366 -0.431374  -0.0522
N4 -1.939840 2.327985 -0.029250  -0.1605
C38 -0.517214 2.631225 0.455192  -0.0820
C39 0.350212 1.413684 0.091449  -0.1538
C40 -0.350072 0.633364 -0.992070  -0.1270
C41 -1.599118 1.499687 -1.297485  -0.0619
C42 -2.772999 1.538367 0.964853  -0.0914
C43 -4.261810 1.280889 0.545969  -0.1986
C44 -5.022999 0.494342 1.605698  -0.1007
H73 -5.725087 5.489619 0.599418  0.0720
H74 -5.108388 5.358124 -0.984317  0.0566
H75 -5.413365 6.965379 -0.249344  0.0781
H76 -3.592692 6.668762 1.312259  0.1164
H77 -2.949151 6.465744 -0.255187  0.0958
H78 -3.607189 4.017722 1.404629  0.0996
H79 -2.088835 4.797241 1.426974  0.0985
H80 -1.848191 4.231328 -0.919448  0.1016
H81 -3.442777 3.427526 -1.130224  0.1037
H82 -0.460563 2.849619 1.521584  0.1016
H83 -0.138192 3.498527 -0.085397  0.1144
H84 0.428328 0.818205 1.001068  0.0848
H85 1.350031 1.796130 -0.113942  0.0968
H86 -0.560662 -0.411521 -0.764127  0.1031
H87 0.443035 0.637582 -1.739787  0.0990
H88 -2.469271 0.871829 -1.489117  0.1129
H89 -1.392939 2.134034 -2.159575  0.1108
H90 -2.584259 2.070634 1.897142  0.1170
H91 -2.266553 0.597325 1.179467  0.1189
H92 -4.404719 0.712045 -0.372776  0.1063
H93 -4.834093 2.205375 0.468976  0.1064
H94 -4.868674 1.022727 2.546489  0.0782
H95 -4.687742 -0.532557 1.751250  0.0618
H96 -6.101379 0.419055 1.465959  0.0838
C45 0.533862 -4.134788 4.780326  -0.0939
C46 0.812400 -4.400358 6.308030  -0.2059
C47 -0.380005 -5.052380 6.993649  -0.1869
C48 -1.648900 -4.156655 7.075938  -0.0650
N5 -2.875650 -4.672844 7.968743  -0.1839
C49 -2.503887 -4.793221 9.447980  -0.0669
C50 -3.253717 -6.035351 10.033287  -0.1433
C51 -3.959832 -6.695183 8.906958  -0.1615
C52 -3.279000 -6.146802 7.646849  -0.0695
C53 -3.958602 -3.562827 7.863924  -0.0536
C54 -4.801756 -3.538386 6.493508  -0.2149
C55 -5.857813 -2.491353 6.458895  -0.1165
H97 -0.205490 -3.341475 4.670258  0.0395
H98 0.077897 -4.899113 4.151037  0.0745
H99 1.452987 -3.857833 4.263993  0.0588
H100 1.195701 -3.518543 6.821424  0.1001
H101 1.625260 -5.126156 6.283862  0.1142
H102 0.044701 -5.221419 7.983162  0.1112
H103 -0.664421 -5.994276 6.524564  0.1121
H104 -2.060198 -3.981480 6.081829  0.1124
H105 -1.398653 -3.187673 7.507851  0.1300
H106 -2.614129 -3.814777 9.915533  0.1387
H107 -1.470237 -5.137869 9.418458  0.1148
H108 -3.970222 -5.746826 10.802361  0.1263
H109 -2.645998 -6.846612 10.434106  0.1266
H110 -4.959804 -6.282058 8.774704  0.1174
H111 -3.982380 -7.765268 9.113169  0.1381
H112 -3.938583 -6.183589 6.779841  0.1210
H113 -2.407735 -6.762690 7.423954  0.1225
H114 -3.474259 -2.623003 8.128965  0.1313
H115 -4.521133 -3.868825 8.745973  0.1283
H116 -5.237841 -4.516411 6.290067  0.1022
H117 -4.258047 -3.313315 5.575998  0.0971
H118 -6.398455 -2.454716 5.513132  0.0891
H119 -5.463090 -1.480076 6.557050  0.0815
H120 -6.539911 -2.536537 7.307889  0.0880
C56 2.162657 14.091768 5.139447  -0.0986
C57 2.086324 12.642445 5.671320  -0.2225
C58 2.223734 11.653953 4.484787  -0.1905
C59 2.287800 10.192924 4.975083  -0.1145
N6 2.695200 9.230865 3.840846  -0.1639
C60 2.795866 7.781175 4.458632  -0.0518
C61 4.295294 7.475558 4.522243  -0.1673
C62 4.890079 8.264674 3.434158  -0.1651
C63 4.112501 9.594802 3.398555  -0.0830
C64 1.717301 9.288868 2.578017  -0.0634
C65 2.074261 8.348256 1.442860  -0.2431
C66 1.367439 8.717390 0.178813  -0.0948
H121 2.681950 14.740422 5.844911  0.0767
H122 1.184248 14.566251 5.064098  0.0709
H123 2.456996 14.272505 4.105620  0.0725
H124 1.224664 12.508840 6.325392  0.1147
H125 2.955728 12.401093 6.282868  0.1031
H126 3.010299 12.003791 3.816175  0.1116
H127 1.353088 11.696437 3.830365  0.1107
H128 1.363914 9.788094 5.388170  0.1350
H129 2.951941 9.969349 5.809976  0.1328
H130 2.116501 7.112783 3.929676  0.0928
H131 2.372427 7.743718 5.462323  0.1279
H132 4.391039 6.452648 4.158117  0.1074
H133 4.788460 7.456701 5.494113  0.1296
H134 4.844566 7.729122 2.485891  0.1142
H135 5.916486 8.430224 3.761544  0.1287
H136 4.134925 10.236343 2.517638  0.1387
H137 4.494645 10.166696 4.244138  0.1279
H138 1.804641 10.265295 2.101509  0.1196
H139 0.729541 9.201565 3.030572  0.1443
H140 1.880142 7.304392 1.689358  0.0904
H141 3.105690 8.338686 1.090501  0.1153
H142 0.285828 8.789006 0.293296  0.0825
H143 1.578726 8.023117 -0.634475  0.0660
H144 1.614627 9.718935 -0.173192  0.0884
C67 -4.009962 3.409987 -3.929246  -0.1080
C68 -3.491411 3.122782 -5.302329  -0.2489
C69 -1.973666 2.961365 -5.325731  -0.1598
C70 -1.339728 2.301761 -6.634134  -0.0549
N7 0.190245 2.199091 -6.493999  -0.1735
C71 0.818090 3.582402 -6.234204  -0.0619
C72 2.229854 3.348805 -6.740121  -0.1597
C73 2.075543 2.451090 -7.932484  -0.1525
C74 0.764938 1.745881 -7.816662  -0.1164
C75 0.686750 1.208356 -5.387881  -0.0862
C76 -0.033614 -0.117147 -5.402531  -0.2344
C77 0.558453 -1.168245 -4.498706  -0.0723
H145 -5.098056 3.453743 -3.976550  0.0844
H146 -3.729809 4.376112 -3.509461  0.0701
H147 -3.824289 2.579113 -3.248603  0.0616
H148 -3.698079 3.932835 -6.001760  0.1206
H149 -3.972446 2.223159 -5.686230  0.1136
H150 -1.618687 2.335232 -4.507168  0.0857
H151 -1.556309 3.904243 -4.972324  0.1059
H152 -1.616026 2.907716 -7.497011  0.1350
H153 -1.676551 1.273005 -6.761860  0.1113
H154 0.816237 3.871979 -5.183373  0.1101
H155 0.261583 4.305735 -6.830166  0.1485
H156 2.810797 2.958030 -5.904713  0.1005
H157 2.716181 4.258572 -7.092116  0.1324
H158 2.869248 1.704129 -7.946145  0.1163
H159 1.988800 3.100682 -8.803459  0.1329
H160 0.806170 0.674992 -8.015678  0.1349
H161 0.032848 2.036835 -8.569979  0.1312
H162 0.620590 1.666853 -4.401227  0.1184
H163 1.742873 1.068355 -5.618351  0.1189
H164 -0.093193 -0.466553 -6.433300  0.1073
H165 -1.066672 0.029339 -5.087213  0.1076
H166 0.487482 -0.908954 -3.442377  0.0711
H167 1.588414 -1.380680 -4.785324  0.0718
H168 0.063531 -2.137603 -4.557838  0.0505
C78 2.803975 4.498630 1.644756  -0.0658
C79 3.104694 3.010839 1.920445  -0.2308
C80 2.440972 2.517510 3.193554  -0.1807
C81 2.642154 1.007923 3.620868  -0.1140
N8 2.101742 0.543284 4.950264  -0.1376
C82 2.548538 1.492652 6.139937  -0.0508
C83 3.152712 0.631427 7.222624  -0.1662
C84 2.669702 -0.779977 6.893539  -0.1574
C85 2.796730 -0.816500 5.333494  -0.0453
C86 0.492068 0.491417 4.882006  -0.0221
C87 -0.163700 -0.563900 3.908911  -0.2031
C88 -1.659950 -0.748638 3.830463  -0.0794
H169 3.064480 5.141385 2.485648  0.0618
H170 1.824604 4.815748 1.286456  0.0638
H171 3.398410 4.706078 0.754968  0.0679
H172 4.160682 2.911716 2.171794  0.1138
H173 2.917043 2.294374 1.120716  0.0802
H174 1.377303 2.715399 3.061061  0.0821
H175 2.710332 3.184313 4.012651  0.1004
H176 3.721403 0.872064 3.551218  0.1261
H177 2.286826 0.361955 2.818015  0.1053
H178 1.711760 2.110285 6.466188  0.1297
H179 3.373806 2.044472 5.689921  0.1259
H180 2.775701 0.838626 8.224140  0.1242
H181 4.237604 0.590105 7.319586  0.1252
H182 1.596992 -0.829618 7.080397  0.0965
H183 3.261410 -1.429724 7.538369  0.1258
H184 2.264583 -1.714324 5.019111  0.0968
H185 3.810976 -0.746274 4.940466  0.1318
H186 0.194783 1.473617 4.514568  0.1074
H187 0.236955 0.298886 5.924099  0.1176
H188 0.423041 -1.481419 3.953552  0.0754
H189 0.120964 -0.122605 2.953762  0.0822
H190 -2.157072 0.221073 3.805339  0.0792
H191 -2.048290 -1.279475 4.699658  0.0613
H192 -1.969849 -1.328682 2.961199  0.0470
C89 1.253656 5.155894 -2.507240  -0.4048
O1 0.401320 5.968642 -3.360868  -0.0890
O2 0.907049 3.771150 -2.527640  -0.2621
C90 2.763215 5.577392 -2.691783  -0.5421
F1 3.094774 6.849549 -2.284459  0.0906
F2 3.668555 4.878630 -2.007630  0.1143
F3 3.273647 5.491705 -3.910568  0.1345
C91 -0.883217 6.302985 -2.804928  -0.2515
C92 -1.637589 7.268086 -3.776552  -0.0708
H193 -1.076130 8.125274 -4.148149  0.0738
H194 -1.803317 6.774087 -4.733950  0.0587
H195 -2.611180 7.583825 -3.401676  0.0750
H196 -0.935728 6.776240 -1.824429  0.1053
H197 -1.642240 5.523021 -2.865195  0.0746
H198 1.083018 5.253525 -1.435115  0.1147
C93 -3.875017 -4.009621 -4.751309  -0.4873
O3 -3.572241 -3.482228 -5.995364  -0.0915
O4 -3.541369 -5.373251 -4.894214  -0.2413
C94 -3.253393 -3.207036 -3.534969  -0.5377
F4 -1.899005 -3.009463 -3.702788  0.0749
F5 -3.848920 -2.070723 -3.336003  0.1651
F6 -3.245081 -3.857994 -2.350126  0.0919
C95 -4.299853 -2.261654 -6.374597  -0.2268
C96 -3.498237 -1.578958 -7.451929  -0.0771
H199 -3.208865 -2.262719 -8.249943  0.0809
H200 -3.988247 -0.796858 -8.031846  0.0780
H201 -2.549823 -1.265480 -7.015652  0.0492
H202 -4.478468 -1.564552 -5.555924  0.1011
H203 -5.252698 -2.657520 -6.725987  0.1229
H204 -4.961915 -4.017193 -4.669516  0.1297
O5 3.633791 -1.581022 1.982177  0.0561
C97 3.163122 -1.764107 0.738025  -0.9298
O6 3.993670 -1.985642 -0.114502  -0.0293
O7 1.959540 -1.647017 0.441014  -0.0588
H205 4.546849 -1.827829 1.817872  0.1018
C98 -1.868315 5.697704 5.534751  -0.6735
F7 -2.795925 6.115123 4.756544  0.1789
F8 -1.306783 6.702275 6.250141  0.1202
F9 -2.363165 4.773999 6.356647  0.1274
S1 -0.532764 4.807896 4.402880  0.5115
O8 -1.246838 3.770581 3.677233  -0.3606
O9 0.016443 5.928548 3.613002  -0.3686
O10 0.503673 4.284857 5.341261  -0.3764

Cartesian forces (eV/Å) of the 3 atoms listed first:
-0.108 -0.054 -0.958
0.105 -0.258 0.878
0.191 0.129 -0.060

---

Entry 2:
DFT (ωB97M-V/def2-TZVPD) results for a structure of composition C9H10 at a distorted geometry.

## Properties
* relative energy (zero: lowest compared OMol25 entry of this formula, charge and spin): 146.8 kcal/mol
* electronic energy: -348.64295 hartree
* E_HOMO: -8.8 eV

Each line ends with the Löwdin charge.
Geometry (Å):
C1 -2.508321 0.848525 -1.332620  0.1395
C2 -1.833087 2.010797 0.160296  0.1643
C3 0.383999 0.623363 -1.325193  -0.0962
C4 -0.241398 1.936304 -1.912560  -0.0810
C5 -0.395553 -0.102283 -0.242430  -0.3091
C6 -1.617252 1.953428 -1.277978  -0.2873
C7 -1.653520 0.636332 -0.226737  -0.3059
C8 -0.418379 -1.499666 1.909378  -0.0681
C9 0.199538 -0.245962 1.138511  -0.1855
H1 0.614195 -0.082385 -2.088196  0.1112
H2 1.311659 0.900359 -0.784174  0.1250
H3 0.257471 2.869708 -1.521941  0.1312
H4 -0.445043 1.926718 -3.021884  0.1319
H5 -0.401295 -1.113143 -0.531653  0.1259
H6 -0.671745 -1.440910 2.982796  0.0817
H7 0.282433 -2.311266 1.940302  0.0523
H8 -1.131450 -1.956076 1.286866  0.0461
H9 1.327928 -0.214968 1.151102  0.1227
H10 -0.011963 0.603430 1.794404  0.1012

Cartesian forces (eV/Å) of the 3 atoms listed first:
-0.908 -0.884 -1.560
0.816 0.400 0.353
1.685 1.683 0.642

---

LUMO level, record by record: -6.20; 0.31 eV